Formula: C3H10OS
Source: OMol25
Level of theory: wB97M-V/def2-TZVPD

```
15
C3H10OS, DFT wB97M-V/def2-TZVPD
C 1.289 0.172 -1.177
C 0.085 -0.629 -0.639
C 0.158 -0.666 0.853
S -1.022 -1.899 1.602
H 1.097 0.506 -2.196
H 2.193 -0.431 -1.037
H 1.438 1.106 -0.614
H -0.846 -0.328 -1.169
H 0.129 -1.701 -0.967
H -0.102 0.280 1.307
H 1.185 -0.741 1.240
H -1.283 -1.208 2.701
O -1.340 2.140 0.303
H -2.103 1.544 0.277
H -0.878 1.857 -0.483
```

The frontier orbital gap is 10.0 eV. The HOMO energy comes out at -9.12 eV. Its SMILES is CCCS.O. The spin multiplicity is 1. The calculation puts the electronic energy at -16155.4751 eV.